{"formula": "C28H36N2O4", "method": "ωB97M-V with the def2-TZVPD basis set", "elements": ["C", "H", "H", "H", "C", "H", "H", "O", "C", "C", "C", "C", "C", "O", "H", "H", "H", "H", "H", "H", "H", "H", "C", "C", "C", "O", "C", "O", "N", "C", "H", "C", "N", "C", "C", "C", "C", "C", "C", "C", "H", "H", "H", "H", "H", "H", "H", "C", "C", "H", "H", "H", "H", "H", "H", "H", "H", "C", "C", "C", "C", "C", "C", "H", "H", "H", "H", "H", "H", "H"], "coordinates": [[-1.1362, -2.7670, 2.5885], [-0.4685, -3.0670, 3.3914], [-0.7354, -3.1103, 1.6387], [-2.1084, -3.2285, 2.7348], [-1.2865, -1.2554, 2.5760], [-0.3190, -0.7711, 2.3910], [-1.6700, -0.8964, 3.5436], [-2.2081, -0.9130, 1.5552], [-2.3216, 0.4546, 1.2914], [-3.6662, 0.6747, 0.5862], [-4.1178, 2.1403, 0.6006], [-3.2741, 3.1194, -0.2142], [-3.7647, 4.5539, -0.0075], [-3.6124, 4.9955, 1.3219], [-2.6794, 4.9288, 1.5555], [-4.8351, 4.6256, -0.2146], [-3.2309, 5.2245, -0.6957], [-2.2279, 3.0640, 0.0921], [-3.3223, 2.8813, -1.2767], [-4.1376, 2.4865, 1.6376], [-5.1451, 2.1773, 0.2286], [-4.3892, 0.1075, 1.1824], [-3.6200, 0.0620, -0.8287], [-2.3064, 0.3703, -1.4764], [-1.2334, 0.7390, -0.7878], [-1.1970, 0.9184, 0.5758], [0.0545, 1.1237, -1.4690], [0.1106, 2.1027, -2.1907], [1.1017, 0.3023, -1.2633], [1.1203, -0.8558, -0.4064], [0.1206, -1.0717, -0.0340], [2.0875, -0.6135, 0.7540], [3.4081, -0.3392, 0.2224], [4.4204, -0.2455, 1.2607], [5.8025, -0.2378, 0.6653], [6.1364, -1.1735, -0.3066], [7.4021, -1.1865, -0.8620], [8.3523, -0.2674, -0.4477], [8.0279, 0.6659, 0.5207], [6.7576, 0.6825, 1.0716], [6.5080, 1.4169, 1.8247], [8.7637, 1.3866, 0.8463], [9.3421, -0.2783, -0.8796], [7.6512, -1.9163, -1.6185], [5.3876, -1.8823, -0.6255], [4.3174, -1.1282, 1.9018], [4.2776, 0.6488, 1.8938], [3.3732, 0.8540, -0.6062], [2.4130, 0.6386, -1.7735], [2.3197, 1.5435, -2.3751], [2.7746, -0.1851, -2.3973], [4.3787, 1.0425, -0.9871], [3.0463, 1.7362, -0.0259], [2.1379, -1.5079, 1.3803], [1.7097, 0.2266, 1.3665], [1.4773, -1.7125, -0.9906], [-2.2329, 0.2695, -2.5470], [-3.9002, -1.4270, -0.7710], [-2.9096, -2.3758, -0.9755], [-3.1967, -3.7260, -0.8790], [-4.4804, -4.1472, -0.5820], [-5.4789, -3.2081, -0.3878], [-5.1894, -1.8597, -0.4831], [-5.9752, -1.1320, -0.3331], [-6.4863, -3.5274, -0.1626], [-4.7035, -5.2013, -0.5051], [-2.4130, -4.4533, -1.0365], [-1.9051, -2.0571, -1.2113], [-4.4189, 0.5238, -1.4218], [-2.2918, 1.0258, 2.2365]], "forces_ev_per_angstrom": [[-0.111, 0.452, -0.047], [0.070, -0.075, 0.080], [0.068, -0.078, -0.105], [-0.083, -0.109, 0.031], [0.172, -0.072, 0.174], [-0.072, -0.012, 0.028], [0.078, -0.009, -0.109], [-0.002, 0.032, -0.146], [-0.623, -0.014, 0.615], [0.109, 0.094, 0.027], [0.336, -0.096, -0.029], [-0.418, 0.307, 0.235], [0.181, -0.216, -0.523], [0.138, 0.084, 0.499], [-0.068, 0.049, -0.012], [0.048, 0.006, -0.077], [-0.135, -0.060, 0.026], [0.071, 0.030, -0.099], [0.082, 0.012, -0.061], [-0.080, -0.005, 0.001], [-0.063, -0.004, 0.042], [0.108, 0.059, -0.051], [0.078, -0.059, 0.266], [0.092, 0.026, 0.224], [-0.337, 0.093, -0.094], [0.336, 0.097, -0.397], [-0.228, -0.069, -0.024], [-0.124, 0.223, -0.059], [0.290, -0.136, -0.017], [-0.044, -0.165, 0.435], [0.000, -0.024, -0.027], [-0.155, -0.188, -0.132], [-0.005, 0.019, 0.126], [-0.075, -0.068, 0.019], [0.073, 0.054, 0.082], [0.007, -0.001, 0.037], [0.006, -0.070, -0.044], [0.109, 0.050, -0.012], [0.128, 0.037, -0.004], [-0.100, -0.054, 0.020], [-0.051, 0.075, 0.062], [0.061, 0.058, 0.018], [0.077, 0.003, -0.038], [0.017, -0.062, -0.059], [-0.084, -0.076, -0.059], [-0.048, 0.100, 0.025], [0.020, -0.077, -0.008], [-0.039, -0.060, -0.311], [0.246, 0.414, -0.039], [0.043, -0.142, 0.036], [0.006, 0.051, 0.005], [-0.059, 0.057, -0.006], [0.036, -0.027, -0.019], [-0.015, 0.022, 0.022], [-0.009, -0.065, -0.010], [-0.057, 0.010, 0.078], [0.150, 0.057, -0.160], [-0.083, -0.089, -0.232], [-0.063, -0.012, -0.094], [0.047, -0.078, -0.013], [-0.013, -0.125, 0.029], [-0.117, -0.032, 0.049], [0.072, 0.003, -0.045], [-0.091, 0.099, 0.019], [-0.077, -0.025, 0.012], [-0.020, -0.080, -0.001], [0.063, -0.058, -0.018], [0.078, 0.031, 0.019], [0.035, 0.006, 0.047], [0.019, -0.120, -0.209]], "e_tot_ha": -1499.02003, "homo_energy_ev": -8.82, "orbital_gap_ev": 9.4842, "smiles": "CCO[C@H]1OC(C(=O)N2CCN(Cc3ccccc3)CC2)=C[C@@H](c2ccccc2)[C@@H]1CCCO"}

***

{"formula": "H30O15", "method": "ωB97M-V with the def2-TZVPD basis set", "elements": ["H", "H", "H", "H", "H", "H", "H", "H", "H", "H", "H", "H", "H", "H", "H", "H", "H", "H", "H", "H", "H", "H", "H", "H", "H", "H", "H", "H", "H", "H", "O", "O", "O", "O", "O", "O", "O", "O", "O", "O", "O", "O", "O", "O", "O"], "coordinates": [[0.2814, -0.6048, -0.6053], [-0.4682, 0.4926, 0.0397], [3.8862, -0.8584, -1.9431], [3.0735, 0.3416, -1.1699], [-1.6667, -1.7231, 3.2441], [-2.1814, -0.5364, 2.6402], [1.1660, 0.0023, 4.7403], [0.4791, -1.2705, 4.2447], [-5.2918, 1.6389, 0.3603], [-4.1159, 2.4877, -0.1949], [3.5531, 2.6865, -1.0467], [2.9569, 1.7215, -1.9793], [0.9863, 4.2338, 0.8731], [2.5429, 4.4619, 0.7316], [4.1114, -1.7509, 1.7871], [3.8661, -0.7170, 0.6571], [-3.2239, -1.7005, -0.5377], [-2.9591, -1.0372, -1.9376], [-0.6499, 0.7484, 2.9123], [-0.6808, 2.0791, 3.7300], [-2.8142, 3.9864, -1.8272], [-2.2471, 3.6423, -0.4416], [1.1246, -0.5303, -3.0846], [0.8637, 0.9541, -3.3721], [0.2594, -2.3614, -1.3777], [-0.8705, -2.9701, -0.5769], [-0.7317, -2.9247, 1.4248], [-1.8369, -3.9436, 1.3185], [0.9802, -3.0946, -2.7250], [0.5100, -3.5247, -4.0692], [-0.1162, 0.2958, -0.7716], [3.8835, -0.3108, -1.1474], [-1.9669, -1.3639, 2.3669], [1.1406, -0.6692, 4.0746], [-4.8097, 1.8958, -0.5323], [2.7635, 2.5626, -1.5236], [1.6968, 4.1586, 0.2689], [4.5242, -1.0994, 1.1742], [-3.6363, -1.1734, -1.2612], [-0.9470, 1.5959, 2.9366], [-2.4379, 3.1815, -1.2811], [0.4880, 0.1668, -2.9270], [-0.6527, -2.1529, -1.0405], [-0.9843, -3.8286, 1.0953], [0.1517, -3.1876, -3.2468]], "forces_ev_per_angstrom": [[-1.075, 1.636, -0.403], [-1.581, 0.978, 3.318], [-0.264, 0.287, 0.132], [2.007, -2.228, -0.074], [-0.469, -0.066, -1.318], [-1.461, 4.382, 0.613], [-0.135, 0.328, 0.715], [-2.174, -1.930, 0.977], [1.321, 0.600, -2.904], [-0.035, -0.331, -0.639], [1.550, 0.550, 1.117], [-0.260, 0.920, -0.210], [-0.881, 0.182, 1.166], [-2.106, -0.565, -0.744], [0.340, 0.951, -0.765], [-1.715, 0.719, -1.429], [-0.171, 0.757, -1.127], [0.160, -0.094, 0.447], [2.014, -3.602, 0.317], [0.119, -0.671, -0.270], [1.042, -2.550, 1.348], [0.238, -0.421, -0.399], [0.104, -0.249, -0.406], [-0.359, -0.559, 0.355], [-1.799, 0.443, 0.492], [-0.166, -0.292, 0.161], [-0.582, -1.214, -0.517], [-4.744, -0.573, 1.283], [-0.750, -0.292, -0.558], [-0.140, -0.182, -0.511], [2.174, -1.336, -1.030], [-2.277, 2.053, -0.416], [1.772, -4.306, 0.784], [2.324, 1.564, -1.650], [-1.548, -0.400, 3.452], [-1.067, -1.413, -1.503], [2.877, 0.670, -0.093], [1.685, -2.043, 2.847], [0.078, -0.682, 0.748], [-1.970, 4.267, -0.096], [-1.051, 3.188, -0.878], [0.819, 0.636, -1.752], [1.589, -0.718, -0.137], [5.200, 1.659, -0.632], [1.365, -0.052, 0.190]], "e_tot_ha": -1146.40518, "homo_energy_ev": -9.67, "orbital_gap_ev": 9.2473}

***

{"formula": "C29H41BN7OPS", "method": "ωB97M-V with the def2-TZVPD basis set", "elements": ["C", "B", "O", "P", "S", "H", "H", "H", "H", "H", "H", "N", "C", "C", "C", "C", "H", "H", "H", "H", "H", "N", "C", "C", "C", "C", "H", "H", "H", "H", "H", "N", "C", "C", "C", "C", "H", "H", "H", "H", "H", "N", "C", "C", "C", "C", "H", "H", "H", "H", "H", "N", "C", "C", "C", "C", "H", "H", "H", "H", "H", "N", "C", "C", "C", "C", "H", "H", "H", "H", "H", "N", "C", "C", "C", "C", "H", "H", "H", "H", "H"], "coordinates": [[-0.4663, -7.8264, 3.2355], [-0.4769, -7.2199, 1.7631], [-1.3624, -6.2088, 1.3923], [0.6842, -7.8554, 0.3212], [2.6672, -7.2827, 0.8441], [-0.6171, -7.0830, 4.0213], [0.4140, -8.4231, 3.4593], [-1.3238, -8.5087, 3.2965], [-1.2878, -5.4396, 1.9427], [0.6344, -9.2701, 0.5157], [3.1092, -8.2784, 1.6769], [-2.0051, -2.2795, 2.8590], [-3.3532, -2.5013, 2.9395], [-3.9752, -1.5943, 2.1223], [-2.9610, -0.7996, 1.5227], [-1.7562, -1.2482, 1.9964], [-1.3055, -2.7932, 3.3584], [-3.7514, -3.2790, 3.5682], [-5.0400, -1.5127, 1.9728], [-3.0977, 0.0100, 0.8243], [-0.7496, -0.9240, 1.7955], [-5.1090, -0.7017, -1.1085], [-6.0914, 0.1898, -1.4406], [-6.3197, 0.0796, -2.7888], [-5.4427, -0.9195, -3.2855], [-4.7100, -1.3843, -2.2242], [-4.7370, -0.8354, -0.1872], [-6.5413, 0.8223, -0.6943], [-7.0375, 0.6515, -3.3538], [-5.3582, -1.2589, -4.3047], [-3.9425, -2.1371, -2.1675], [-3.9896, 0.8718, -6.0431], [-2.7869, 0.4781, -5.5259], [-2.0975, -0.1730, -6.5160], [-2.9157, -0.1688, -7.6751], [-4.0767, 0.4850, -7.3528], [-4.6995, 1.3654, -5.5375], [-2.5278, 0.6924, -4.5033], [-1.1153, -0.6042, -6.4185], [-2.6805, -0.5959, -8.6356], [-4.9522, 0.7063, -7.9389], [-1.4169, 3.5779, 1.0867], [-0.4010, 4.1645, 0.3823], [0.6124, 3.2477, 0.2655], [0.1885, 2.0637, 0.9217], [-1.0687, 2.2972, 1.4161], [-2.2841, 4.0183, 1.3241], [-0.4871, 5.1769, 0.0259], [1.5527, 3.4080, -0.2365], [0.7427, 1.1451, 1.0189], [-1.7411, 1.6666, 1.9717], [2.8856, 6.2140, -0.1239], [4.2067, 6.5020, -0.3305], [4.2990, 7.2565, -1.4713], [2.9832, 7.4331, -1.9699], [2.1321, 6.7801, -1.1169], [2.5240, 5.6689, 0.6373], [4.9630, 6.1469, 0.3482], [5.2100, 7.6396, -1.8994], [2.6930, 7.9772, -2.8529], [1.0613, 6.6701, -1.1317], [5.9807, -7.8742, 1.1715], [7.0396, -7.3319, 0.4982], [8.0521, -8.2564, 0.4942], [7.5832, -9.4006, 1.1893], [6.3007, -9.1352, 1.5942], [5.1010, -7.4169, 1.3317], [6.9821, -6.3410, 0.0817], [9.0205, -8.1259, 0.0415], [8.1236, -10.3143, 1.3713], [5.5928, -9.7327, 2.1437], [0.4987, 8.3907, 2.9505], [0.5957, 9.1433, 4.0893], [1.9251, 9.3872, 4.3173], [2.6558, 8.7609, 3.2745], [1.7485, 8.1552, 2.4447], [-0.3566, 8.0624, 2.5484], [-0.2837, 9.4384, 4.6356], [2.3277, 9.9535, 5.1403], [3.7252, 8.7558, 3.1458], [1.8832, 7.5818, 1.5449]], "forces_ev_per_angstrom": [[-0.021, 0.321, -0.508], [-0.422, 0.113, 0.902], [1.343, -0.999, -0.494], [-0.514, -0.281, -1.137], [0.012, -0.625, 0.531], [0.001, 0.029, 0.024], [0.117, 0.051, 0.022], [-0.040, 0.037, -0.064], [-0.557, 0.496, 0.693], [0.339, 0.374, 0.219], [-0.500, 0.462, -0.216], [-0.125, 0.015, -0.132], [-0.006, -0.006, 0.003], [-0.023, -0.090, 0.057], [0.059, 0.024, 0.023], [0.037, -0.003, 0.000], [0.070, 0.022, 0.095], [-0.031, 0.020, 0.001], [-0.009, -0.023, 0.054], [0.092, 0.028, 0.011], [-0.016, 0.028, -0.026], [-0.136, 0.051, -0.126], [0.047, 0.016, -0.002], [-0.034, 0.093, 0.066], [0.072, -0.097, -0.032], [0.012, 0.035, 0.011], [0.026, -0.109, -0.014], [-0.015, 0.007, -0.019], [-0.025, -0.017, 0.014], [0.020, -0.006, 0.004], [0.002, 0.003, -0.019], [0.119, -0.025, -0.098], [-0.003, -0.006, -0.005], [0.023, 0.035, 0.121], [-0.106, 0.022, -0.070], [-0.006, -0.017, 0.017], [-0.048, 0.007, 0.086], [-0.005, -0.033, 0.007], [0.004, 0.004, 0.001], [-0.003, 0.001, -0.001], [0.010, -0.014, -0.016], [0.141, -0.052, -0.058], [0.033, -0.003, 0.057], [0.049, 0.159, -0.037], [-0.115, -0.060, 0.077], [0.003, 0.037, 0.022], [-0.083, 0.023, 0.009], [-0.004, -0.017, -0.035], [-0.025, -0.012, -0.050], [0.017, 0.007, -0.012], [0.030, -0.010, 0.028], [0.046, -0.022, -0.113], [-0.002, -0.004, -0.012], [0.079, -0.041, 0.099], [-0.136, 0.000, 0.013], [0.019, -0.036, -0.009], [-0.007, -0.094, 0.009], [0.013, 0.007, -0.012], [0.002, 0.003, 0.002], [-0.003, 0.003, 0.002], [0.003, 0.001, -0.046], [0.084, -0.024, 0.035], [0.012, -0.011, 0.029], [-0.020, 0.115, -0.048], [-0.083, -0.075, 0.062], [0.003, 0.030, 0.006], [0.181, 0.020, -0.074], [0.017, -0.004, -0.007], [-0.001, 0.000, -0.006], [-0.003, -0.003, -0.003], [0.028, -0.018, 0.002], [0.131, 0.070, 0.073], [0.019, -0.016, 0.008], [-0.111, 0.030, 0.051], [0.005, -0.076, -0.090], [-0.040, -0.017, 0.077], [-0.080, -0.014, -0.045], [0.017, 0.009, 0.016], [-0.002, 0.006, -0.001], [0.000, 0.007, -0.016], [0.021, 0.141, 0.013]], "e_tot_ha": -2352.51809, "homo_energy_ev": -8.05, "orbital_gap_ev": 7.8821, "smiles": "c1cc[nH]c1.c1cc[nH]c1.c1cc[nH]c1.c1cc[nH]c1.c1cc[nH]c1.c1cc[nH]c1.c1cc[nH]c1.CB(O)PS"}